Record 1
Density functional theory data (wB97M-V/def2-TZVPD) for a 9-piece molecular cluster, C28H52Cl6O18 overall.

Bonds (Å) are listed after each position.
Positions of all 104 atoms, in Å:
1 Cl 2.567 -4.405 -4.498  C2 1.793
2 C 3.611 -4.253 -3.048  Cl1 1.793, C3 1.496, H5 1.090, H6 1.085
3 C 2.834 -4.317 -1.771  C2 1.496, Cl4 1.798, H7 1.092, H8 1.091
4 Cl 2.087 -5.927 -1.479  C3 1.798
5 H 4.055 -3.259 -3.089  C2 1.090
6 H 4.322 -5.068 -3.136  C2 1.085
7 H 2.057 -3.551 -1.765  C3 1.092
8 H 3.400 -4.101 -0.865  C3 1.091
9 Cl 0.603 -1.462 -3.248  C10 1.793
10 C 0.058 -0.219 -2.075  Cl9 1.793, C11 1.497, H13 1.088, H14 1.087
11 C -1.168 -0.679 -1.350  C10 1.497, Cl12 1.765, H15 1.089, H16 1.087
12 Cl -1.833 0.576 -0.303  C11 1.765
13 H -0.093 0.657 -2.702  C10 1.088
14 H 0.897 -0.037 -1.408  C10 1.087
15 H -0.881 -1.513 -0.712  C11 1.089
16 H -1.997 -1.002 -1.973  C11 1.087
17 Cl -0.442 -3.993 0.508  C18 1.793
18 C -0.665 -5.038 1.948  Cl17 1.793, C19 1.491, H21 1.091, H22 1.086
19 C -0.497 -6.495 1.678  C18 1.491, Cl20 1.782, H23 1.092, H24 1.088
20 Cl 1.213 -6.985 1.568  C19 1.782
21 H -1.697 -4.876 2.262  C18 1.091
22 H -0.007 -4.607 2.697  C18 1.086
23 H -1.006 -6.726 0.741  C19 1.092
24 H -0.970 -7.136 2.419  C19 1.088
25 C 4.886 2.231 -3.606  C26 1.528, O30 1.417, H31 1.091, H32 1.089
26 C 4.915 2.347 -2.082  C25 1.528, O27 1.434, H33 1.094, H34 1.090
27 O 3.524 2.210 -1.762  C26 1.434, C28 1.333
28 C 2.784 2.577 -2.808  O27 1.333, O29 1.190, O30 1.368
29 O 1.597 2.662 -2.862  C28 1.190
30 O 3.580 2.687 -3.915  C25 1.417, C28 1.368
31 H 5.012 1.206 -3.958  C25 1.091
32 H 5.672 2.858 -4.025  C25 1.089
33 H 5.181 3.326 -1.675  C26 1.094
34 H 5.588 1.656 -1.574  C26 1.090
35 C -0.199 1.015 -6.195  C36 1.488, O40 1.440, H41 1.093, H42 1.094
36 C -1.516 0.705 -5.575  C35 1.488, O37 1.446, H43 1.089, H44 1.085
37 O -1.958 2.022 -5.176  C36 1.446, C38 1.364
38 C -1.355 2.924 -6.004  O37 1.364, O39 1.188, O40 1.348
39 O -1.630 4.079 -6.046  C38 1.188
40 O -0.392 2.334 -6.740  C35 1.440, C38 1.348
41 H 0.084 0.307 -6.978  C35 1.093
42 H 0.712 1.067 -5.592  C35 1.094
43 H -1.233 0.287 -4.611  C36 1.089
44 H -2.157 0.156 -6.256  C36 1.085
45 C -10.149 -1.251 1.878  C46 1.520, H52 1.090, H53 1.088, H54 1.091
46 C -9.281 -0.015 1.711  C45 1.520, O47 1.424, H55 1.093, H56 1.091
47 O -7.967 -0.351 1.276  C46 1.424, C48 1.321
48 C -7.367 0.446 0.410  O47 1.321, O49 1.203, O50 1.321
49 O -7.778 1.514 0.036  C48 1.203
50 O -6.252 -0.140 0.014  C48 1.321, C51 1.422
51 C -5.382 0.569 -0.860  O50 1.422, H57 1.086, H58 1.088, H59 1.092
52 H -10.189 -1.608 2.906  C45 1.090
53 H -9.788 -2.012 1.188  C45 1.088
54 H -11.181 -0.962 1.675  C45 1.091
55 H -9.255 0.577 2.629  C46 1.093
56 H -9.713 0.670 0.979  C46 1.091
57 H -4.634 -0.111 -1.257  C51 1.086
58 H -4.870 1.388 -0.360  C51 1.088
59 H -5.995 0.913 -1.695  C51 1.092
60 C -2.661 0.458 2.847  C61 1.501, H67 1.090, H68 1.095, H69 1.092
61 C -2.800 0.473 4.341  C60 1.501, O62 1.446, H70 1.085, H71 1.090
62 O -3.472 -0.723 4.797  C61 1.446, C63 1.322
63 C -2.713 -1.745 5.155  O62 1.322, O64 1.200, O65 1.339
64 O -1.541 -1.909 4.961  C63 1.200
65 O -3.518 -2.611 5.785  C63 1.339, C66 1.391
66 C -3.025 -3.805 6.301  O65 1.391, H72 1.091, H73 1.094, H74 1.094
67 H -3.599 0.393 2.295  C60 1.090
68 H -2.092 -0.405 2.486  C60 1.095
69 H -2.030 1.268 2.475  C60 1.092
70 H -3.437 1.265 4.721  C61 1.085
71 H -1.796 0.508 4.764  C61 1.090
72 H -3.853 -4.359 6.746  C66 1.091
73 H -2.305 -3.665 7.114  C66 1.094
74 H -2.576 -4.507 5.593  C66 1.094
75 C 1.618 2.718 0.939  C76 1.508, H82 1.088, H83 1.091, H84 1.091
76 C 0.717 3.817 0.435  C75 1.508, O77 1.430, H85 1.095, H86 1.090
77 O 0.952 5.013 1.184  C76 1.430, C78 1.312
78 C 0.562 6.142 0.643  O77 1.312, O79 1.204, O80 1.322
79 O -0.145 6.268 -0.323  C78 1.204
80 O 1.062 7.153 1.334  C78 1.322, C81 1.414
81 C 0.837 8.473 0.882  O80 1.414, H87 1.087, H88 1.093, H89 1.088
82 H 1.543 2.590 2.018  C75 1.088
83 H 2.620 2.971 0.592  C75 1.091
84 H 1.375 1.750 0.500  C75 1.091
85 H -0.333 3.537 0.568  C76 1.095
86 H 0.764 3.957 -0.644  C76 1.090
87 H -0.126 8.876 1.184  C81 1.087
88 H 0.938 8.491 -0.206  C81 1.093
89 H 1.657 9.086 1.253  C81 1.088
90 C 8.904 -1.494 1.994  C91 1.519, H97 1.093, H98 1.092, H99 1.086
91 C 7.511 -1.092 2.447  C90 1.519, O92 1.416, H100 1.094, H101 1.091
92 O 6.481 -1.639 1.645  C91 1.416, C93 1.328
93 C 5.863 -0.853 0.773  O92 1.328, O94 1.199, O95 1.309
94 O 6.195 0.258 0.465  C93 1.199
95 O 4.855 -1.522 0.272  C93 1.309, C96 1.417
96 C 3.973 -0.820 -0.586  O95 1.417, H102 1.099, H103 1.087, H104 1.087
97 H 9.107 -1.034 1.023  C90 1.093
98 H 8.987 -2.561 1.780  C90 1.092
99 H 9.660 -1.190 2.713  C90 1.086
100 H 7.441 0.000 2.438  C91 1.094
101 H 7.309 -1.383 3.479  C91 1.091
102 H 4.508 -0.632 -1.527  C96 1.099
103 H 3.626 0.156 -0.257  C96 1.087
104 H 3.215 -1.540 -0.885  C96 1.087

Gap between HOMO and LUMO (Ha): 0.3911
Multiplicity: 1
Electronic energy (hartree): -5213.60065
HOMO level (eV): -10.438
Largest force on an atom (eV/A): 2.61
Charge: 0
M (g/mol): 889.4


Record 2
Density functional theory data (wB97M-V/def2-TZVPD) for a 5-piece molecular cluster, C28H52ClNO9P3 overall.

Bonds (Å) are listed after each position.
Positions of all 94 atoms, in Å:
1 C 3.822 0.171 0.975  C2 1.206, H19 1.063
2 C 3.352 0.607 -0.046  C1 1.206, C3 1.454
3 C 2.794 1.067 -1.307  C2 1.454, P4 1.979, H20 1.089, H21 1.092
4 P 1.258 -0.092 -1.768  C3 1.979, C5 1.914, P14 2.301, P16 2.312, H22 1.474, H23 1.457
5 C -0.009 1.110 -0.988  P4 1.914, C6 1.546, H24 1.096, H25 1.095
6 C -0.703 2.298 -1.696  C5 1.546, C7 1.549, H26 1.099, H27 1.090
7 C -2.217 2.106 -1.961  C6 1.549, C8 1.532, H28 1.095, H29 1.091
8 C -2.622 1.265 -3.175  C7 1.532, C9 1.546, H30 1.090, H31 1.097
9 C -2.579 -0.266 -2.970  C8 1.546, C10 1.551, H32 1.091, H33 1.090
10 C -3.954 -0.976 -3.066  C9 1.551, C11 1.533, H34 1.091, H35 1.095
11 C -4.163 -2.005 -1.950  C10 1.533, C12 1.539, H36 1.093, H37 1.097
12 C -4.270 -1.440 -0.523  C11 1.539, C13 1.545, H38 1.094, H39 1.090
13 C -5.105 -0.147 -0.375  C12 1.545, H40 1.084, H41 1.094, H42 1.089
14 P 1.240 0.763 -3.904  P4 2.301, N15 1.617, H43 1.421, H44 1.417
15 N 2.260 1.982 -4.199  P14 1.617, H45 1.016
16 P 2.654 -1.826 -2.395  P4 2.312, O17 1.688, Cl18 2.091
17 O 1.691 -2.697 -3.474  P16 1.688, H46 0.964
18 Cl 4.162 -1.189 -3.696  P16 2.091
19 H 4.162 -0.341 1.843  C1 1.063
20 H 2.487 2.109 -1.242  C3 1.089
21 H 3.589 1.017 -2.053  C3 1.092
22 H 0.180 -1.003 -2.193  P4 1.474
23 H 1.338 -0.727 -0.459  P4 1.457
24 H -0.791 0.465 -0.569  C5 1.096
25 H 0.504 1.494 -0.100  C5 1.095
26 H -0.696 3.129 -0.977  C6 1.099
27 H -0.213 2.715 -2.575  C6 1.090
28 H -2.650 3.102 -2.099  C7 1.095
29 H -2.684 1.684 -1.069  C7 1.091
30 H -2.072 1.553 -4.072  C8 1.090
31 H -3.667 1.512 -3.396  C8 1.097
32 H -1.920 -0.728 -3.706  C9 1.091
33 H -2.155 -0.511 -1.997  C9 1.090
34 H -4.784 -0.269 -3.110  C10 1.091
35 H -3.988 -1.534 -4.008  C10 1.095
36 H -5.009 -2.662 -2.170  C11 1.093
37 H -3.281 -2.656 -1.972  C11 1.097
38 H -4.739 -2.207 0.100  C12 1.094
39 H -3.280 -1.291 -0.094  C12 1.090
40 H -5.658 0.120 -1.268  C13 1.084
41 H -5.840 -0.245 0.429  C13 1.094
42 H -4.457 0.674 -0.071  C13 1.089
43 H 1.539 -0.316 -4.778  P14 1.421
44 H -0.057 1.140 -4.332  P14 1.417
45 H 1.729 2.786 -4.520  N15 1.016
46 H 1.180 -3.297 -2.920  O17 0.964
47 O 2.065 -4.886 0.622  C48 1.191
48 C 2.298 -5.681 -0.234  O47 1.191, O49 1.362, C52 1.516
49 O 1.321 -6.304 -0.950  C48 1.362, C50 1.435
50 C 1.899 -7.276 -1.834  O49 1.435, C51 1.524, H53 1.093, H54 1.088
51 C 3.342 -6.830 -2.034  C50 1.524, C52 1.527, H55 1.089, H56 1.091
52 C 3.657 -6.175 -0.691  C48 1.516, C51 1.527, H57 1.091, H58 1.086
53 H 1.829 -8.259 -1.360  C50 1.093
54 H 1.325 -7.288 -2.758  C50 1.088
55 H 4.009 -7.649 -2.301  C51 1.089
56 H 3.389 -6.082 -2.826  C51 1.091
57 H 4.027 -6.892 0.044  C52 1.091
58 H 4.349 -5.342 -0.777  C52 1.086
59 O 1.640 4.979 5.486  C60 1.200
60 C 1.951 3.971 4.915  O59 1.200, O61 1.351, C64 1.515
61 O 1.040 3.108 4.415  C60 1.351, C62 1.446
62 C 1.700 1.940 3.875  O61 1.446, C63 1.519, H65 1.092, H66 1.087
63 C 3.119 2.392 3.576  C62 1.519, C64 1.525, H67 1.087, H68 1.090
64 C 3.348 3.445 4.656  C60 1.515, C63 1.525, H69 1.090, H70 1.087
65 H 1.666 1.151 4.629  C62 1.092
66 H 1.164 1.607 2.990  C62 1.087
67 H 3.838 1.577 3.590  C63 1.087
68 H 3.158 2.855 2.589  C63 1.090
69 H 3.730 3.003 5.577  C64 1.090
70 H 4.005 4.248 4.333  C64 1.087
71 O -6.895 3.204 -1.637  C72 1.193
72 C -7.872 2.552 -1.426  O71 1.193, O73 1.358, C76 1.519
73 O -7.913 1.207 -1.605  C72 1.358, C74 1.434
74 C -9.238 0.711 -1.372  O73 1.434, C75 1.524, H77 1.093, H78 1.088
75 C -9.908 1.757 -0.489  C74 1.524, C76 1.527, H79 1.089, H80 1.091
76 C -9.231 3.042 -0.959  C72 1.519, C75 1.527, H81 1.091, H82 1.086
77 H -9.739 0.598 -2.337  C74 1.093
78 H -9.165 -0.264 -0.896  C74 1.088
79 H -10.993 1.761 -0.582  C75 1.089
80 H -9.659 1.570 0.556  C75 1.091
81 H -9.744 3.491 -1.810  C76 1.091
82 H -9.118 3.780 -0.170  C76 1.086
83 O 5.055 0.198 5.966  C84 1.195
84 C 6.088 0.757 5.753  O83 1.195, O85 1.356, C88 1.517
85 O 6.165 2.098 5.568  C84 1.356, C86 1.437
86 C 7.509 2.482 5.236  O85 1.437, C87 1.524, H89 1.092, H90 1.087
87 C 8.388 1.359 5.771  C86 1.524, C88 1.528, H91 1.088, H92 1.091
88 C 7.470 0.146 5.625  C84 1.517, C87 1.528, H93 1.091, H94 1.086
89 H 7.579 2.582 4.150  C86 1.092
90 H 7.719 3.446 5.693  C86 1.087
91 H 9.335 1.270 5.242  C87 1.088
92 H 8.606 1.531 6.826  C87 1.091
93 H 7.549 -0.315 4.640  C88 1.091
94 H 7.626 -0.606 6.393  C88 1.086

Gap between HOMO and LUMO (Ha): 0.1974
Multiplicity: 1
Electronic energy (hartree): -3314.19467
HOMO level (eV): -3.354
Largest force on an atom (eV/A): 1.74
Charge: -1
M (g/mol): 675.1


no.,lowest unoccupied orbital energy (eV)
1,0.204
2,2.017